Arrangement i

Formula: C49H38MoN4O5PS2
Source: OMol25
Level of theory: ωB97M-V/def2-TZVPD

The value obtained for the molar mass is 953.9 g/mol. The net charge is -1. The LUMO energy (alpha / beta) is 2.00 / 2.02 eV. The value obtained for the HOMO energy (alpha / beta) is -0.1389 / -0.1158 Eh.

Cartesian coordinates (Å):
Mo: -0.021 0.091 -0.009
C: -0.699 3.304 0.869
C: -0.895 1.800 1.014
N: -1.646 1.123 0.069
N: -2.956 0.773 0.192
C: -3.152 -0.486 0.372
S: -1.842 -1.586 0.682
S: -4.831 -0.990 0.227
C: -4.886 -2.614 1.083
C: -5.165 -2.460 2.553
C: -4.130 -2.423 3.484
C: -4.405 -2.257 4.833
C: -5.714 -2.129 5.270
C: -6.751 -2.160 4.349
C: -6.477 -2.320 3.000
C: -1.098 1.324 2.436
C: -2.060 1.755 3.332
C: -2.135 1.192 4.602
C: -1.216 0.220 4.980
C: -0.240 -0.220 4.100
C: -0.197 0.302 2.802
O: 0.657 -0.127 1.891
H: -1.233 3.675 -0.004
H: 0.353 3.587 0.778
H: -1.097 3.805 1.753
H: -3.935 -3.104 0.884
H: -5.695 -3.147 0.585
H: -3.107 -2.509 3.144
H: -3.587 -2.227 5.542
H: -5.927 -1.998 6.324
H: -7.777 -2.057 4.682
H: -7.285 -2.328 2.277
H: -2.774 2.512 3.024
H: -2.917 1.496 5.287
H: -1.273 -0.215 5.972
H: 0.476 -0.986 4.374
O: 2.763 -3.322 0.802
C: 2.021 -4.203 0.099
C: 2.288 -5.560 0.276
C: 1.546 -6.516 -0.388
C: 0.523 -6.136 -1.252
C: 0.261 -4.795 -1.446
C: 1.005 -3.811 -0.790
C: 0.659 -2.392 -0.964
O: 1.252 -1.474 -0.243
N: -0.267 -2.076 -1.820
N: -0.548 -0.723 -1.837
C: -1.500 -0.460 -2.714
C: -1.852 0.760 -3.379
C: -2.995 0.659 -4.208
C: -3.327 1.604 -5.146
C: -2.487 2.696 -5.337
C: -1.403 2.863 -4.499
C: -1.121 1.967 -3.474
O: -0.048 2.241 -2.609
H: 2.362 -2.435 0.681
H: 3.081 -5.837 0.960
H: 1.754 -7.565 -0.220
H: -0.068 -6.887 -1.760
H: -0.534 -4.464 -2.100
H: -2.013 -1.346 -3.075
H: -3.610 -0.224 -4.091
H: -4.215 1.480 -5.753
H: -2.675 3.407 -6.131
H: -0.761 3.719 -4.643
O: -0.769 4.358 -2.306
C: 0.100 3.539 -2.199
C: 1.438 3.884 -1.672
C: 1.738 5.251 -1.731
C: 2.978 5.732 -1.381
C: 3.950 4.847 -0.930
C: 3.641 3.508 -0.789
C: 2.395 2.994 -1.152
P: 2.029 1.232 -0.786
C: 3.098 0.955 0.674
C: 3.934 -0.150 0.806
C: 4.638 -0.363 1.983
C: 4.504 0.515 3.046
C: 3.642 1.599 2.937
C: 2.943 1.813 1.764
C: 2.981 0.431 -2.146
C: 4.373 0.489 -2.216
C: 5.057 -0.158 -3.232
C: 4.362 -0.870 -4.200
C: 2.978 -0.900 -4.163
C: 2.293 -0.246 -3.148
H: 0.961 5.914 -2.086
H: 3.195 6.789 -1.455
H: 4.939 5.206 -0.673
H: 4.385 2.847 -0.368
H: 4.033 -0.855 -0.007
H: 5.285 -1.227 2.067
H: 5.060 0.352 3.960
H: 3.509 2.272 3.774
H: 2.259 2.652 1.688
H: 4.937 1.025 -1.466
H: 6.139 -0.115 -3.261
H: 4.900 -1.399 -4.976
H: 2.423 -1.443 -4.917
H: 1.214 -0.267 -3.129


Arrangement ii

Formula: C49H38MoN4O5PS2
Source: OMol25
Level of theory: ωB97M-V/def2-TZVPD

The value obtained for the molar mass is 953.9 g/mol. The net charge is -1. The LUMO energy (alpha / beta) is 2.39 / 2.39 eV. The value obtained for the HOMO energy (alpha / beta) is -0.1304 / -0.1303 Eh.

Cartesian coordinates (Å):
Mo: -0.020 0.666 0.333
C: -3.850 2.254 2.119
C: -2.870 1.448 1.293
N: -1.612 1.677 1.420
N: -1.343 2.581 2.444
C: -0.102 2.893 2.624
S: 1.248 2.330 1.760
S: 0.146 4.152 3.870
C: 0.077 5.556 2.697
C: -1.323 5.914 2.293
C: -1.877 5.364 1.140
C: -3.185 5.655 0.777
C: -3.957 6.500 1.562
C: -3.411 7.057 2.714
C: -2.104 6.763 3.074
C: -3.467 0.430 0.372
C: -4.825 0.127 0.579
C: -5.564 -0.706 -0.241
C: -4.973 -1.274 -1.357
C: -3.628 -1.049 -1.565
C: -2.882 -0.266 -0.695
O: -1.535 -0.290 -0.979
H: -3.408 3.199 2.406
H: -4.096 1.722 3.044
H: -4.765 2.444 1.564
H: 0.671 5.253 1.835
H: 0.583 6.375 3.208
H: -1.280 4.693 0.529
H: -3.601 5.218 -0.123
H: -4.977 6.727 1.279
H: -4.005 7.721 3.330
H: -1.681 7.189 3.978
H: -5.319 0.540 1.442
H: -6.602 -0.906 -0.004
H: -5.538 -1.900 -2.036
H: -3.104 -1.502 -2.395
O: 0.956 -3.405 4.041
C: -0.363 -3.184 4.171
C: -1.058 -3.931 5.123
C: -2.415 -3.739 5.307
C: -3.112 -2.809 4.541
C: -2.430 -2.080 3.583
C: -1.062 -2.251 3.383
C: -0.389 -1.420 2.358
O: -1.105 -0.757 1.537
N: 0.922 -1.408 2.320
N: 1.345 -0.556 1.293
C: 2.614 -0.569 1.080
C: 3.342 0.279 0.157
C: 4.744 0.174 0.183
C: 5.556 0.918 -0.642
C: 4.964 1.804 -1.551
C: 3.596 1.926 -1.615
C: 2.745 1.189 -0.761
O: 1.460 1.323 -0.908
H: 1.302 -2.730 3.393
H: -0.505 -4.650 5.714
H: -2.935 -4.317 6.063
H: -4.173 -2.655 4.693
H: -2.941 -1.357 2.959
H: 3.193 -1.251 1.696
H: 5.186 -0.523 0.888
H: 6.633 0.822 -0.586
H: 5.587 2.398 -2.211
H: 3.119 2.600 -2.317
O: -1.324 1.990 -1.230
C: -0.920 0.871 -1.611
C: -0.409 0.553 -2.980
C: -0.783 1.428 -3.989
C: -0.397 1.201 -5.303
C: 0.378 0.095 -5.604
C: 0.786 -0.765 -4.591
C: 0.402 -0.560 -3.267
P: 1.121 -1.509 -1.862
C: -0.059 -2.879 -1.558
C: -1.087 -3.258 -2.415
C: -1.990 -4.246 -2.039
C: -1.877 -4.861 -0.800
C: -0.842 -4.503 0.056
C: 0.059 -3.518 -0.323
C: 2.478 -2.438 -2.709
C: 3.702 -1.776 -2.835
C: 4.786 -2.393 -3.444
C: 4.667 -3.690 -3.928
C: 3.460 -4.363 -3.797
C: 2.374 -3.743 -3.189
H: -1.383 2.288 -3.718
H: -0.702 1.885 -6.086
H: 0.684 -0.096 -6.627
H: 1.425 -1.604 -4.836
H: -1.184 -2.773 -3.381
H: -2.793 -4.528 -2.711
H: -2.598 -5.610 -0.497
H: -0.750 -4.971 1.029
H: 0.857 -3.227 0.353
H: 3.806 -0.764 -2.451
H: 5.727 -1.863 -3.529
H: 5.512 -4.175 -4.403
H: 3.361 -5.375 -4.171
H: 1.438 -4.279 -3.093


arrangement ii is preferred energetically. Next in line: 0.0198 hartree higher.


Arrangement i

Formula: H24O12
Source: OMol25
Level of theory: ωB97M-V/def2-TZVPD

The value obtained for the molar mass is 216.2 g/mol. The net charge is +1. The multiplicity is 2. The LUMO energy (alpha / beta) is -3.87 / -10.48 eV. The value obtained for the HOMO energy (alpha / beta) is -0.4690 / -0.4690 Eh.

Cartesian coordinates (Å):
O: 1.535 -0.671 -0.824
H: 0.815 -0.053 -0.890
H: 2.162 -0.546 -0.116
O: -0.334 -2.196 -0.905
H: -0.549 -2.372 0.028
H: -1.106 -2.437 -1.432
O: -1.041 3.289 3.159
H: -0.554 3.585 2.375
H: -0.460 2.963 3.868
O: 3.699 -2.241 -2.865
H: 3.847 -2.733 -2.047
H: 2.884 -1.715 -2.806
O: 0.729 -0.988 2.256
H: 0.709 -1.116 3.226
H: 0.090 -0.305 2.052
O: -3.195 1.964 2.246
H: -2.731 2.833 2.152
H: -3.262 1.770 1.250
O: -0.450 0.032 -2.689
H: 0.015 0.090 -3.530
H: -0.238 -0.784 -2.220
O: 2.846 2.446 -1.515
H: 3.337 3.206 -1.170
H: 2.656 2.631 -2.438
O: -3.284 1.763 -0.490
H: -3.830 1.582 -1.266
H: -2.448 1.970 -1.051
O: -0.734 -2.449 3.939
H: -0.768 -3.297 3.491
H: -0.961 -1.801 3.256
O: -1.509 2.690 -2.129
H: -0.970 3.465 -2.265
H: -1.289 1.793 -2.397
O: 1.161 -4.317 0.422
H: 2.065 -4.618 0.528
H: 1.165 -3.434 0.793


Arrangement ii

Formula: H24O12
Source: OMol25
Level of theory: ωB97M-V/def2-TZVPD

The value obtained for the molar mass is 216.2 g/mol. The net charge is +1. The multiplicity is 2. The LUMO energy (alpha / beta) is -3.08 / -10.33 eV. The value obtained for the HOMO energy (alpha / beta) is -0.5053 / -0.4998 Eh.

Cartesian coordinates (Å):
O: -12.112 -3.368 -16.960
H: -12.199 -3.515 -17.901
H: -12.763 -2.695 -16.761
O: -14.204 -0.596 -18.657
H: -13.505 -0.991 -19.178
H: -13.867 -0.597 -17.762
O: -14.894 2.310 -15.308
H: -14.001 2.657 -15.310
H: -14.980 1.865 -16.151
O: -16.024 -2.760 -15.289
H: -16.243 -3.478 -14.695
H: -15.713 -2.060 -14.715
O: -9.779 -0.831 -17.455
H: -9.984 -0.552 -16.563
H: -8.823 -0.869 -17.481
O: -11.752 -1.624 -19.057
H: -11.226 -2.162 -19.649
H: -11.190 -1.487 -18.295
O: -15.317 -0.411 -14.088
H: -14.961 -0.439 -13.200
H: -15.121 0.474 -14.397
O: -12.369 -3.781 -13.853
H: -12.447 -2.865 -14.119
H: -12.875 -4.264 -14.507
O: -10.839 0.616 -15.531
H: -10.604 1.311 -14.916
H: -10.738 1.015 -16.395
O: -14.742 2.007 -18.051
H: -15.623 2.246 -18.341
H: -14.784 1.061 -17.910
O: -13.416 -0.885 -16.147
H: -12.560 -0.682 -15.768
H: -14.032 -0.772 -15.422
O: -12.435 -0.922 -12.849
H: -11.488 -0.824 -12.755
H: -12.746 -1.111 -11.963


Arrangement iii

Formula: H24O12
Source: OMol25
Level of theory: ωB97M-V/def2-TZVPD

The value obtained for the molar mass is 216.2 g/mol. The net charge is +1. The multiplicity is 2. The LUMO energy (alpha / beta) is -3.43 / -10.96 eV. The value obtained for the HOMO energy (alpha / beta) is -0.5370 / -0.5011 Eh.

Cartesian coordinates (Å):
O: -2.720 0.344 -0.467
H: -2.813 0.541 -1.399
H: -2.575 1.196 -0.055
O: -0.140 0.231 0.126
H: -1.072 0.054 -0.005
H: 0.298 -0.264 -0.567
O: 1.617 -1.821 1.978
H: 0.864 -2.154 1.488
H: 2.360 -2.325 1.647
O: 1.706 0.771 -2.551
H: 1.821 -0.128 -2.243
H: 0.866 0.762 -3.009
O: 3.435 0.220 0.332
H: 2.776 0.903 0.462
H: 3.487 -0.227 1.176
O: -2.283 -1.271 2.855
H: -1.875 -0.436 2.627
H: -2.447 -1.208 3.796
O: 1.871 2.715 -0.694
H: 1.842 1.895 -1.188
H: 1.840 3.399 -1.362
O: -4.534 -1.158 0.933
H: -3.923 -0.544 0.525
H: -4.223 -1.243 1.834
O: -1.022 -1.535 -2.254
H: -1.642 -2.099 -2.718
H: -0.927 -0.769 -2.819
O: -0.754 2.960 -1.162
H: 0.178 3.008 -0.951
H: -1.182 2.790 -0.323
O: 2.361 -1.699 -1.473
H: 2.894 -1.395 -0.739
H: 2.284 -2.644 -1.339
O: 0.503 0.566 2.853
H: 1.009 -0.229 2.682
H: 0.120 0.793 2.005


arrangement ii is preferred energetically. Next in line: 0.0244 hartree higher.


Arrangement i

Formula: C6H10N2O2
Source: OMol25
Level of theory: ωB97M-V/def2-TZVPD

The value obtained for the molar mass is 142.2 g/mol. The net charge is 0. The LUMO energy (alpha / beta) is -0.96 / 0.79 eV. The value obtained for the HOMO energy (alpha / beta) is -0.2257 / -0.3433 Eh.

Cartesian coordinates (Å):
C: -1.519 1.090 -0.656
C: 0.993 0.931 -0.119
C: -1.649 -1.018 0.620
C: 1.357 -0.462 -0.529
C: 1.904 1.854 0.561
C: -1.150 -2.493 0.525
N: -0.175 1.479 -0.503
N: -1.583 -0.247 -0.560
O: -2.272 1.979 -0.801
O: -2.894 -0.701 0.025
H: 2.389 -0.518 -0.676
H: 0.685 -0.733 -1.395
H: 1.031 -1.338 0.171
H: 2.616 2.262 -0.123
H: 2.408 1.257 1.284
H: 1.258 2.651 1.118
H: -1.126 -2.687 -0.568
H: -1.890 -3.278 0.877
H: -0.199 -2.534 1.022
H: -0.184 2.508 -0.273


Arrangement ii

Formula: C6H10N2O2
Source: OMol25
Level of theory: ωB97M-V/def2-TZVPD

The value obtained for the molar mass is 142.2 g/mol. Its SMILES is C[C@]12CN[C@H]1[C@H]2NC(=O)O. The net charge is 0. The LUMO energy is 0.79 eV. The value obtained for the HOMO energy is -0.3188 Eh.

Cartesian coordinates (Å):
C: -2.830 -2.132 1.086
C: -1.581 -1.308 1.170
C: -1.344 -0.181 2.179
N: -0.512 0.574 1.200
C: -0.866 -0.409 0.172
C: -0.265 -1.725 0.565
N: 0.923 -1.804 1.356
C: 1.918 -0.896 1.366
O: 2.651 -0.687 2.322
O: 2.140 -0.295 0.136
H: -2.867 -2.692 0.141
H: -2.876 -2.860 1.910
H: -3.723 -1.494 1.142
H: -2.281 0.336 2.423
H: -0.821 -0.447 3.110
H: -0.746 1.542 0.878
H: -1.075 -0.135 -0.863
H: -0.368 -2.497 -0.203
H: 0.998 -2.537 2.049
H: 2.923 0.262 0.221


Arrangement iii

Formula: C6H10N2O2
Source: OMol25
Level of theory: ωB97M-V/def2-TZVPD

The value obtained for the molar mass is 142.2 g/mol. Its SMILES is N#CC[C@@]12N[C@@H]1C[C@@H]2O.O. The net charge is 0. The LUMO energy is 0.44 eV. The value obtained for the HOMO energy is -0.3565 Eh.

Cartesian coordinates (Å):
N: 0.999 0.130 -1.311
C: 0.258 -0.463 -0.631
C: -0.696 -1.424 -0.049
C: -2.123 -1.140 -0.433
N: -2.647 -1.492 -1.759
C: -3.296 -2.049 -0.565
C: -4.263 -0.979 -0.070
C: -3.028 -0.043 0.149
O: -3.008 1.235 -0.402
H: -0.593 -1.384 1.045
H: -0.404 -2.436 -0.367
H: -2.048 -2.198 -2.183
H: -3.342 -3.127 -0.416
H: -4.786 -1.227 0.861
H: -4.984 -0.636 -0.824
H: -2.821 0.058 1.223
H: -3.192 1.179 -1.357
O: 1.763 1.629 1.134
H: 1.637 0.815 1.680
H: 2.014 1.372 0.182


arrangement ii is preferred energetically. Next in line: 0.0419 hartree higher.